An isolated molecule of C4H8N4 in a non-equilibrium geometry. Source: the Open Molecules 2025 dataset; level of theory: the ωB97M-V functional and the def2-TZVPD basis.

Geometry as XYZ:
```
16
Properties=species:S:1:pos:R:3:nbo_charge:R:1
H -0.16 -2.01 0.47 0.34
N 0.83 -2.01 0.15 -0.70
C 0.67 -1.05 -0.64 0.51
N 1.60 -0.53 -1.52 -0.88
N -0.66 -0.63 -1.15 -0.52
C -1.35 -0.05 -0.16 0.29
N -0.86 0.57 0.99 -0.44
C 0.29 1.23 1.37 -0.24
C -0.79 2.10 1.01 -0.25
H 1.08 0.02 -2.32 0.43
H 2.47 -1.25 -1.51 0.42
H -2.36 0.01 -0.42 0.19
H 0.89 1.28 0.53 0.20
H 0.67 1.12 2.41 0.22
H -1.27 2.89 1.85 0.21
H -0.59 2.77 0.14 0.21
```

Properties
Orbital gap, eV: 9.905
E_LUMO, eV: 0.720
Highest occupied orbital energy, eV: -9.1851
Multiplicity: 1
Structure (SMILES): [H]/N=C(N)\N=C/N1CC1
Charge: 0